1.
16
Properties=species:S:1:pos:R:3:lowdin_charge:R:1 method="wB97M-V/def2-TZVPD" homo_ev=0.9 homo_lumo_gap_ev=6.44 charge=-2
N 0.115 -0.353 -1.877 -0.02
C 0.107 0.294 -0.539 -0.42
C -1.193 1.133 -0.432 -0.53
O -1.175 2.280 -1.180 -0.43
C 0.215 -0.800 0.530 -0.21
C 1.157 -0.543 1.720 -0.57
O 1.399 -1.632 2.505 -0.44
H -0.681 -0.982 -1.911 0.03
H -0.035 0.372 -2.572 0.03
H 0.919 1.023 -0.610 0.12
H -2.007 0.447 -0.808 0.07
H -1.435 1.284 0.649 0.07
H 0.537 -1.735 0.065 0.08
H -0.793 -0.990 0.916 0.09
H 2.116 -0.137 1.287 0.07
H 0.754 0.338 2.257 0.07

2.
19
Properties=species:S:1:pos:R:3:lowdin_charge:R:1 method="wB97M-V/def2-TZVPD" homo_ev=-10.3 homo_lumo_gap_ev=10.84
C -0.157 -2.022 2.263 -0.12
O -1.212 -1.635 1.850 0.00
H -0.038 -3.061 2.620 0.08
H 0.773 -1.440 2.156 0.07
O 0.810 1.107 1.682 -0.08
H 1.519 0.953 1.021 -0.01
H 0.740 2.056 1.799 0.03
O -1.595 0.780 -2.194 -0.05
H -1.290 1.687 -2.094 0.06
H -2.058 0.600 -1.360 0.02
O 0.810 -0.560 -2.638 -0.07
H 0.634 -1.347 -3.152 0.04
H -0.061 -0.185 -2.408 0.00
O -2.399 0.873 0.603 -0.05
H -1.746 1.341 1.124 0.03
H -2.369 -0.070 0.757 0.02
O 2.441 0.640 -0.482 -0.05
H 1.990 0.203 -1.222 0.02
H 3.209 0.081 -0.324 0.06

3.
22
Properties=species:S:1:pos:R:3:lowdin_charge:R:1 method="wB97M-V/def2-TZVPD" homo_ev=-9.3 homo_lumo_gap_ev=9.86
C 0.009 2.684 0.710 -0.08
C -0.149 1.853 -0.615 -0.18
C 0.457 0.505 -0.328 -0.21
N 1.811 0.403 -0.544 0.11
C 2.406 -0.692 -0.059 -0.15
C 1.578 -1.735 0.207 -0.15
N 0.213 -1.766 0.299 0.12
C -0.386 -0.625 0.058 -0.22
C -1.856 -0.498 0.492 -0.21
C -2.977 -0.837 -0.448 -0.12
H 0.990 2.822 0.890 0.02
H -0.593 3.579 0.762 0.07
H -0.314 2.048 1.619 0.10
H 0.514 2.471 -1.314 0.13
H -1.119 1.865 -0.994 0.07
H 3.558 -0.737 0.056 0.14
H 2.043 -2.723 0.464 0.11
H -2.011 -1.118 1.451 0.14
H -1.973 0.474 0.911 0.08
H -2.825 -0.364 -1.425 0.07
H -2.937 -1.948 -0.753 0.10
H -4.001 -0.760 -0.060 0.07

4.
50
Properties=species:S:1:pos:R:3:lowdin_charge:R:1 method="wB97M-V/def2-TZVPD" multiplicity=3 homo_ev="-0.9 / -1.4" homo_lumo_gap_ev="4.77 / 5.08" s_squared=2.02 charge=-2
Pt 1.177 -0.014 -0.682 1.05
O -0.621 3.490 -1.635 0.05
C -0.172 2.361 -1.522 -0.59
O 0.723 1.979 -0.682 -0.20
C -0.639 1.294 -2.502 -0.17
C -1.685 1.581 -3.400 0.02
C -2.016 0.659 -4.341 0.00
C -1.277 -0.543 -4.429 -0.15
C -1.517 -1.516 -5.427 -0.05
C -0.771 -2.657 -5.473 -0.09
C 0.246 -2.878 -4.519 -0.07
C 0.501 -1.962 -3.539 -0.02
C -0.257 -0.770 -3.479 -0.20
N 0.014 0.153 -2.502 0.02
H -2.190 2.529 -3.292 0.12
H -2.837 0.829 -5.029 0.11
H -2.306 -1.339 -6.149 0.11
H -0.963 -3.398 -6.240 0.09
H 0.823 -3.794 -4.552 0.10
H 1.260 -2.123 -2.784 0.08
O 1.685 -1.958 -0.728 -0.51
O 0.616 -2.891 -0.584 -0.74
C -0.826 1.295 4.346 -0.05
N -0.656 1.219 2.882 -0.24
C -0.109 2.468 2.319 -0.01
C 0.057 -0.012 2.407 -0.14
C 1.555 0.105 2.318 -0.23
C 2.326 0.144 3.482 -0.06
C 3.708 0.233 3.427 -0.12
C 4.331 0.251 2.185 -0.12
C 3.570 0.172 1.028 -0.12
C 2.169 0.101 1.058 -0.26
H -1.488 2.132 4.565 0.09
H 0.142 1.449 4.822 0.08
H -1.296 0.371 4.682 0.05
H -1.654 1.135 2.486 -0.07
H 0.809 2.732 2.844 0.10
H -0.861 3.246 2.441 0.10
H 0.103 2.332 1.261 0.07
H -0.344 -0.207 1.414 0.03
H -0.260 -0.828 3.059 0.08
H 1.840 0.073 4.450 0.10
H 4.291 0.267 4.340 0.09
H 5.413 0.311 2.122 0.09
H 4.072 0.154 0.068 0.08
Se -3.781 0.873 2.119 -0.22
Sb -3.551 -1.633 2.004 -0.22
Se -1.036 -2.295 -0.215 0.66
Se -5.653 -2.746 1.372 -0.39
Se -2.667 -2.376 4.203 -0.34

5.
64
Properties=species:S:1:pos:R:3:lowdin_charge:R:1 method="wB97M-V/def2-TZVPD" homo_ev=-12.5 homo_lumo_gap_ev=1.38 charge=+2
Be 2.546 4.300 -7.417 0.97
Be -0.744 -0.564 -5.807 0.72
F 1.981 0.727 -8.159 -0.46
F 0.610 2.645 -4.544 -0.53
C 2.388 1.483 4.797 -0.05
C 2.891 2.541 3.858 -0.42
C 3.025 1.855 2.475 -0.14
C 3.008 2.861 1.325 -0.20
C 1.684 3.554 1.266 -0.13
C 1.540 4.437 2.564 -0.45
N 1.731 3.579 3.793 0.00
O 1.609 4.232 4.992 0.06
C 2.462 5.635 2.511 -0.02
C 0.024 4.915 2.557 0.00
C 4.295 3.159 4.367 0.03
H 2.348 1.896 5.806 0.09
H 2.884 0.513 4.814 0.10
H 1.349 1.235 4.579 0.09
H 3.934 1.255 2.437 0.13
H 2.238 1.109 2.367 0.12
H 2.891 2.412 0.339 0.12
H 3.966 3.377 1.394 0.12
H 0.929 2.769 1.250 0.13
H 1.778 4.242 0.426 0.13
H 2.271 6.302 1.671 0.11
H 2.533 6.268 3.395 0.09
H 3.503 5.311 2.477 0.07
H -0.570 4.138 3.039 0.09
H -0.020 5.748 3.258 0.08
H -0.321 5.151 1.550 0.09
H 4.525 4.078 3.830 0.06
H 5.059 2.413 4.146 0.10
H 4.252 3.472 5.411 0.09
H 2.272 4.923 4.913 0.10
C -1.519 -3.458 -0.060 0.03
C -1.283 -3.558 -1.624 -0.40
C -1.197 -5.040 -2.025 -0.13
C -2.480 -5.750 -2.355 -0.19
C -3.335 -4.949 -3.251 -0.16
C -3.578 -3.473 -2.877 -0.48
N -2.348 -2.864 -2.472 0.03
O -2.461 -1.491 -2.277 0.03
C -4.209 -2.860 -4.122 -0.02
C -4.657 -3.465 -1.725 0.04
C 0.062 -2.822 -1.996 -0.01
H -2.287 -4.212 0.108 0.08
H -0.634 -3.643 0.549 0.10
H -1.952 -2.478 0.139 0.08
H -0.564 -5.144 -2.907 0.13
H -0.571 -5.523 -1.275 0.14
H -2.152 -6.673 -2.834 0.14
H -3.197 -5.996 -1.572 0.12
H -4.263 -5.510 -3.141 0.13
H -2.978 -5.201 -4.250 0.14
H -4.939 -3.528 -4.579 0.11
H -3.557 -2.704 -4.982 0.08
H -4.534 -1.891 -3.744 0.09
H -5.573 -3.770 -2.231 0.11
H -4.819 -2.451 -1.360 0.09
H -4.279 -4.060 -0.893 0.08
H 0.854 -3.394 -1.513 0.10
H 0.370 -2.979 -3.029 0.07
H 0.006 -1.733 -1.994 0.08
H -2.797 -1.352 -1.388 0.11

6.
100
Properties=species:S:1:pos:R:3:lowdin_charge:R:1 method="wB97M-V/def2-TZVPD" homo_ev=-5.3 homo_lumo_gap_ev=7.60 charge=-1
Pt -0.118 0.535 0.736 1.08
O -0.297 2.851 -0.034 -0.20
N -0.451 4.052 0.294 -0.13
N -1.013 4.297 1.403 0.00
O -0.911 2.230 3.160 -0.12
C -1.172 5.659 1.690 -0.27
C -1.284 6.660 0.719 -0.04
C -1.480 7.980 1.094 -0.11
C -1.556 8.338 2.434 -0.13
C -1.460 7.348 3.404 -0.11
C -1.282 6.023 3.036 -0.05
H -1.217 6.383 -0.325 0.10
H -1.570 8.747 0.333 0.09
H -1.702 9.373 2.720 0.09
H -1.524 7.606 4.455 0.09
H -1.224 5.244 3.788 0.09
C -2.838 -4.041 -0.796 0.02
C -1.988 -3.532 -1.952 -0.60
C -2.296 -4.292 -3.234 0.01
O -0.625 -3.669 -1.606 -0.03
C 0.024 -2.389 -1.663 -0.13
C -1.167 -1.439 -1.558 -0.18
O -2.230 -2.164 -2.182 -0.01
C -0.968 -0.024 -2.120 -0.40
O -0.084 0.631 -1.271 -0.31
C -2.391 0.627 -2.159 -0.09
C -3.138 0.750 -3.329 -0.02
C -4.398 1.339 -3.317 -0.09
C -4.942 1.815 -2.135 -0.11
C -4.211 1.694 -0.961 -0.08
C -2.959 1.100 -0.976 -0.03
C -0.358 0.017 -3.528 -0.13
C 0.525 1.056 -3.818 0.00
C 1.069 1.190 -5.088 -0.08
C 0.747 0.282 -6.088 -0.11
C -0.116 -0.767 -5.802 -0.09
C -0.672 -0.894 -4.535 -0.05
C 1.090 -2.171 -0.527 -0.37
O 0.493 -1.631 0.601 -0.27
C 1.794 -3.491 -0.128 -0.11
C 1.833 -4.651 -0.897 -0.03
C 2.463 -5.797 -0.422 -0.09
C 3.075 -5.806 0.822 -0.11
C 3.075 -4.642 1.580 -0.09
C 2.448 -3.502 1.101 -0.03
C 2.268 -1.336 -1.141 -0.12
C 2.694 -0.128 -0.611 -0.04
C 3.723 0.597 -1.198 -0.08
C 4.380 0.104 -2.315 -0.11
C 4.007 -1.133 -2.822 -0.09
C 2.965 -1.840 -2.240 -0.03
H -2.559 -5.069 -0.562 0.09
H -3.894 -3.992 -1.067 0.09
H -2.659 -3.416 0.081 0.09
H -2.273 -5.368 -3.051 0.08
H -1.559 -4.043 -3.998 0.08
H -3.288 -4.001 -3.584 0.09
H 0.512 -2.281 -2.632 0.14
H -1.398 -1.296 -0.503 0.13
H -2.739 0.401 -4.270 0.10
H -4.954 1.426 -4.244 0.09
H -5.918 2.285 -2.131 0.09
H -4.621 2.065 -0.028 0.10
H -2.395 1.030 -0.058 0.07
H 0.768 1.749 -3.022 0.12
H 1.745 2.010 -5.303 0.10
H 1.161 0.389 -7.084 0.09
H -0.367 -1.489 -6.571 0.09
H -1.367 -1.695 -4.328 0.10
H 1.351 -4.680 -1.864 0.11
H 2.468 -6.692 -1.034 0.10
H 3.548 -6.707 1.195 0.09
H 3.562 -4.622 2.549 0.09
H 2.455 -2.589 1.679 0.10
H 2.200 0.274 0.258 0.07
H 4.003 1.560 -0.783 0.10
H 5.176 0.671 -2.783 0.09
H 4.526 -1.545 -3.679 0.10
H 2.691 -2.804 -2.655 0.11
C -0.047 1.423 5.715 -0.05
N 0.755 1.303 4.486 -0.10
C 0.420 2.371 3.572 -0.30
C 0.815 0.023 3.918 -0.38
N 0.484 -0.250 2.702 0.05
N 1.281 -0.937 4.791 -0.16
C 1.279 -2.333 4.403 -0.05
C 2.205 -0.609 5.865 -0.07
H -1.088 1.642 5.466 0.09
H 0.354 2.236 6.324 0.09
H -0.017 0.497 6.282 0.07
H 0.556 3.313 4.114 0.12
H -1.187 3.100 2.783 0.04
H 1.124 2.343 2.738 0.11
H 0.680 -1.190 2.355 0.02
H 0.416 -2.555 3.779 0.10
H 1.226 -2.943 5.306 0.09
H 2.186 -2.606 3.856 0.08
H 2.425 0.453 5.855 0.08
H 3.142 -1.158 5.730 0.09
H 1.787 -0.884 6.838 0.08

7.
118
Properties=species:S:1:pos:R:3:lowdin_charge:R:1 method="wB97M-V/def2-TZVPD" homo_ev=-10.9 homo_lumo_gap_ev=7.07 charge=+1
C -2.918 -3.541 -3.592 -0.08
C -2.822 -2.898 -2.050 -0.24
O -1.451 -2.437 -1.808 -0.06
B -1.221 -2.163 -0.340 -0.45
O -1.401 -3.364 0.481 -0.02
C -0.757 -0.640 0.196 -0.05
C 0.834 -0.542 0.637 -0.42
C 1.702 -0.505 -0.798 -0.16
C 3.131 -1.263 -0.821 -0.22
C 4.123 -0.320 -1.788 -0.08
C 5.617 -0.953 -2.001 -0.17
F 6.488 0.119 -2.614 -0.02
F 5.646 -2.095 -2.988 0.00
C 6.383 -1.435 -0.638 -0.13
F 6.137 -0.587 0.558 0.02
F 7.887 -1.487 -0.784 0.03
F 5.981 -2.872 -0.411 0.03
P 1.458 -1.874 1.848 0.39
S 1.759 -3.659 1.200 0.24
C 1.150 0.904 1.420 -0.29
C 2.637 1.542 1.191 -0.19
C 3.248 2.119 2.648 -0.26
O 4.047 1.116 3.367 -0.11
C -0.121 1.891 1.081 -0.47
I 0.446 4.016 1.489 1.10
N -1.446 1.450 1.749 -0.24
N -1.117 1.236 3.044 0.06
C -2.496 2.562 1.797 -0.13
C -2.616 3.473 3.127 -0.22
O -3.538 2.877 4.150 -0.13
C -1.920 0.205 0.955 -0.26
O -2.912 0.462 -0.077 -0.15
C -2.818 1.367 -1.125 -0.17
C -3.698 0.769 -2.422 -0.33
C -3.749 1.879 -3.635 -0.07
O -5.045 0.344 -1.961 -0.09
C -2.942 -0.700 1.937 -0.57
Br -2.135 -1.898 3.280 0.71
C -4.261 -1.337 1.213 -0.60
C -5.633 -0.389 1.359 -0.14
Br -4.727 -2.965 2.368 0.58
H -3.933 -4.165 -3.661 0.06
H -2.894 -2.724 -4.429 0.08
H -2.021 -4.315 -3.653 0.10
H -3.644 -2.038 -1.978 0.11
H -3.199 -3.758 -1.350 0.13
H -0.955 -4.124 -0.033 0.13
H -0.675 -0.088 -0.873 0.14
H 1.797 0.609 -1.224 0.14
H 1.102 -1.033 -1.691 0.15
H 3.717 -1.343 0.186 0.08
H 3.060 -2.296 -1.415 0.14
H 3.608 -0.064 -2.808 0.15
H 4.233 0.707 -1.192 0.13
H 2.797 -1.386 2.236 0.00
H 0.756 -1.959 3.101 -0.04
H 1.249 0.602 2.573 0.11
H 3.487 0.744 0.934 0.11
H 2.715 2.343 0.330 0.10
H 3.817 3.126 2.443 0.14
H 2.317 2.381 3.306 0.08
H 3.351 0.463 3.729 0.11
H -0.245 1.997 -0.104 0.12
H -0.411 1.862 3.468 0.12
H -1.816 0.970 3.729 0.10
H -2.430 3.301 0.861 0.13
H -3.607 2.120 1.709 0.17
H -1.635 3.729 3.700 0.09
H -3.110 4.518 2.829 0.16
H -3.928 3.685 4.597 0.12
H -3.362 2.402 -0.884 0.15
H -1.783 1.656 -1.596 0.14
H -3.036 -0.129 -2.828 0.14
H -4.197 2.891 -3.242 0.10
H -2.625 2.007 -4.015 0.10
H -4.410 1.385 -4.498 0.11
H -5.722 0.427 -2.698 0.12
H -3.467 0.142 2.614 0.10
H -4.126 -1.794 0.155 0.09
H -5.703 0.049 2.442 0.09
H -6.613 -0.999 1.071 0.10
H -5.469 0.522 0.625 0.07
C 0.703 8.129 1.697 0.02
C -0.479 7.512 1.602 -0.03
C -1.707 8.120 2.150 -0.38
O -2.789 7.555 2.065 0.08
C -1.580 9.437 2.805 0.03
C -0.398 10.054 2.900 0.03
C 0.830 9.446 2.352 -0.37
O 1.912 10.011 2.437 0.12
H 1.614 7.696 1.302 0.12
H -0.589 6.546 1.124 0.01
H -2.490 9.870 3.200 0.13
H -0.288 11.020 3.378 0.13
C 8.336 -1.886 2.460 0.02
C 9.612 -1.618 2.167 0.03
C 10.717 -2.184 2.967 -0.38
O 11.885 -1.937 2.701 0.11
C 10.356 -3.058 4.101 0.02
C 9.080 -3.325 4.394 0.02
C 7.976 -2.760 3.594 -0.38
O 6.807 -3.006 3.860 0.09
H 7.514 -1.479 1.884 0.08
H 9.893 -0.980 1.338 0.12
H 11.178 -3.465 4.677 0.12
H 8.799 -3.964 5.223 0.12
C -4.797 -6.656 -5.505 0.02
C -4.832 -7.586 -6.463 0.03
C -5.606 -7.380 -7.703 -0.38
O -5.641 -8.232 -8.580 0.11
C -6.338 -6.105 -7.843 0.03
C -6.303 -5.174 -6.885 0.02
C -5.529 -5.381 -5.645 -0.37
O -5.494 -4.529 -4.768 0.05
H -4.235 -6.792 -4.589 0.12
H -4.301 -8.526 -6.376 0.13
H -6.900 -5.969 -8.759 0.13
H -6.834 -4.235 -6.972 0.12

8.
13
Properties=species:S:1:pos:R:3:lowdin_charge:R:1 method="wB97M-V/def2-TZVPD" homo_ev=-1.9 homo_lumo_gap_ev=5.62 charge=-1
C 2.400 0.352 -0.205 -0.09
N 0.807 0.956 0.326 -0.03
C 0.016 -0.133 -0.233 -0.36
C -1.428 -0.114 0.319 -0.60
O -2.165 -1.123 -0.145 -0.38
H 2.922 0.826 -1.034 0.06
H 2.333 -0.725 -0.142 0.05
H 2.994 0.566 0.684 0.05
H 1.573 1.434 -0.175 -0.02
H 0.371 -1.133 0.059 0.08
H 0.009 -0.223 -1.324 0.10
H -1.892 0.894 0.131 0.07
H -1.290 -0.154 1.424 0.07

9.
13
Properties=species:S:1:pos:R:3:lowdin_charge:R:1 method="wB97M-V/def2-TZVPD" homo_ev=-9.8 homo_lumo_gap_ev=10.60
Br -2.241 1.018 1.649 0.61
C -1.568 0.106 0.055 -0.63
C -0.144 0.493 -0.226 -0.88
Br -0.034 2.362 -0.770 0.69
C 0.630 -0.575 -1.204 -0.03
C 1.450 -0.910 -0.216 -0.08
C 0.927 0.056 0.808 -0.20
H -1.647 -0.967 0.241 0.08
H -2.230 0.396 -0.760 0.06
H 0.454 -0.835 -2.224 0.09
H 2.249 -1.626 -0.143 0.10
H 0.528 -0.369 1.729 0.10
H 1.626 0.853 1.061 0.10

10.
23
Properties=species:S:1:pos:R:3:lowdin_charge:R:1 method="wB97M-V/def2-TZVPD" homo_ev=-3.8 homo_lumo_gap_ev=6.94 charge=-1
C 1.483 -3.528 -0.200 -0.07
C 1.942 -2.830 1.130 -0.81
O 2.552 -1.748 0.952 -0.13
O 1.729 -3.463 2.177 -0.11
H 2.031 -3.133 -1.063 0.04
H 0.425 -3.379 -0.419 0.04
H 1.741 -4.587 -0.094 0.05
C 1.168 2.666 -1.051 -0.06
C -0.456 0.765 -1.105 -0.03
C -0.033 1.943 -0.469 -0.28
C -1.629 0.181 -0.669 -0.03
C -2.269 0.676 0.460 -0.32
C -0.646 2.391 0.685 -0.05
C -1.819 1.791 1.138 -0.02
O -3.264 -0.070 1.070 0.02
H 0.253 0.230 -1.724 0.12
H -1.997 -0.744 -1.100 0.11
H 2.004 2.604 -0.342 0.08
H 1.009 3.680 -1.405 0.07
H -0.264 3.283 1.155 0.11
H -3.222 -0.965 0.727 0.09
H -2.320 2.160 2.024 0.11
H 1.578 2.078 -1.875 0.07

Computed ΔE to the lowest compared entry with this formula, charge and spin (kJ/mol) in order:
16.72, 16.61, 172.29, 0.00, 1202.99, 185.45, 1356.98, 413.33, 53.87, 130.47